The following is a quantum chemistry calculation of 2 unconnected molecules or ions with the total composition C6H17N2 in a non-equilibrium geometry, from the OMol25 dataset.

Values from the calculation:
E in Ha: -347.9520
Energy above the lowest of the compared OMol25 structures with the same formula, charge and spin in kcal/mol: 87.1

Geometry as ORCA input:
```
! wB97M-V def2-TZVPD RIJCOSX def2/J DEFGRID3
* xyz 1 1
C 1.451 1.987 -1.376
C 0.245 1.003 -1.545
C -0.475 0.734 -0.279
C 0.294 -0.152 0.592
C 0.058 -1.706 0.116
N 0.518 -2.721 0.954
C -0.161 -2.879 2.214
N -1.668 3.201 -0.732
H 1.262 2.965 -0.947
H 2.198 1.486 -0.757
H 1.920 2.069 -2.357
H -0.331 1.305 -2.410
H -1.543 0.625 -0.431
H 0.772 0.070 -1.788
H 1.360 0.057 0.680
H -0.036 -0.139 1.637
H 0.436 -1.853 -0.895
H -1.035 -1.762 0.072
H 1.328 -3.257 0.725
H -1.228 -3.047 2.025
H 0.209 -3.796 2.672
H -0.059 -2.074 2.949
H -2.604 2.831 -0.825
H -1.180 2.691 -0.004
H -1.803 4.158 -0.429
*
```